{"formula": "C2H7N2OS", "method": "ωB97M-V/def2-TZVPD", "species": ["C", "C", "N", "N", "O", "S", "H", "H", "H", "H", "H", "H", "H"], "xyz": [[1.9137, 0.3587, 0.0104], [-1.8166, -0.7406, -0.0111], [1.9923, -0.8834, -0.4199], [0.9069, 1.1129, 0.3235], [-1.4778, 0.6621, -0.0295], [3.5450, -0.0189, -0.2642], [-2.4923, -1.0741, 0.8007], [-0.8061, -1.1831, 0.1798], [-2.1561, -1.1410, -1.0145], [1.6172, -1.1847, -1.2108], [-2.1493, 1.2484, 0.4037], [1.1475, 1.9507, 0.9384], [-0.2246, 0.8931, 0.2934]], "molar_mass_da": 107.16, "homo_lumo_gap_ev": 9.671, "charge": 1, "energy_ha": -662.98840, "de_lowest_kcal_mol": 63.50, "e_lumo_ha": -0.16291, "max_force_ev_per_a": 5.279}